Record 1
C79H177N11O11 | wB97M-V/def2-TZVPD

Last column: Löwdin charge in e.
Element x y z (Å)
C (21.729, -11.719, 18.102)  -0.051
C (23.246, -11.578, 18.100)  -0.491
C (23.518, -10.084, 18.460)  -0.024
C (23.876, -12.526, 19.172)  -0.110
C (23.693, -14.008, 18.692)  -0.177
C (24.560, -14.109, 17.459)  -0.153
C (24.078, -13.226, 16.273)  -0.502
C (25.245, -13.019, 15.264)  -0.059
C (22.841, -13.827, 15.542)  -0.021
N (23.868, -11.846, 16.771)  -0.100
O (23.183, -11.118, 15.749)  -0.046
H (21.368, -12.761, 17.760)  0.091
H (21.239, -11.458, 19.017)  0.053
H (21.217, -11.103, 17.349)  0.073
H (23.063, -9.481, 17.645)  0.082
H (22.906, -9.835, 19.320)  0.062
H (24.558, -9.852, 18.686)  0.082
H (24.964, -12.358, 19.306)  0.122
H (23.412, -12.220, 20.112)  0.112
H (23.909, -14.642, 19.557)  0.102
H (22.647, -14.294, 18.446)  0.099
H (24.679, -15.184, 17.174)  0.129
H (25.636, -13.817, 17.612)  0.127
H (24.854, -12.657, 14.295)  0.072
H (25.879, -13.956, 14.948)  0.114
H (25.907, -12.225, 15.610)  0.072
H (22.216, -14.115, 16.382)  0.049
H (23.174, -14.757, 14.977)  0.111
H (22.401, -13.147, 14.864)  0.058
H (23.767, -10.340, 15.631)  0.117
C (18.135, -5.094, 18.853)  -0.015
C (17.494, -6.323, 19.573)  -0.513
C (17.303, -5.920, 21.108)  -0.007
C (16.175, -6.604, 18.929)  -0.118
C (16.270, -7.311, 17.483)  -0.128
C (17.126, -8.545, 17.677)  -0.145
C (18.512, -8.292, 18.329)  -0.504
C (18.978, -9.659, 18.664)  -0.054
C (19.454, -7.567, 17.402)  -0.010
N (18.247, -7.554, 19.608)  -0.098
O (19.481, -7.448, 20.301)  -0.046
H (19.261, -5.080, 18.939)  0.100
H (17.813, -5.160, 17.831)  0.054
H (17.690, -4.196, 19.251)  0.080
H (18.156, -5.294, 21.392)  0.074
H (16.439, -5.320, 21.332)  0.070
H (17.364, -6.830, 21.797)  0.078
H (15.610, -7.353, 19.497)  0.118
H (15.513, -5.763, 19.002)  0.110
H (15.287, -7.524, 17.129)  0.094
H (16.829, -6.684, 16.727)  0.113
H (17.354, -9.044, 16.698)  0.130
H (16.571, -9.272, 18.211)  0.096
H (19.113, -10.298, 17.799)  0.065
H (18.144, -10.170, 19.199)  0.072
H (19.807, -9.569, 19.374)  0.079
H (20.340, -7.306, 18.016)  0.092
H (19.239, -6.666, 16.911)  0.056
H (19.650, -8.291, 16.609)  0.099
H (20.014, -6.844, 19.739)  0.086
C (10.302, -7.949, 27.002)  -0.054
C (11.448, -8.265, 26.004)  -0.500
C (11.861, -6.944, 25.262)  -0.017
C (12.653, -8.850, 26.854)  -0.132
C (13.696, -9.377, 25.914)  -0.214
C (13.142, -10.463, 24.985)  -0.107
C (11.908, -9.979, 24.140)  -0.474
C (12.433, -9.106, 22.988)  -0.030
C (11.157, -11.108, 23.497)  -0.048
N (10.958, -9.305, 25.099)  -0.070
O (9.858, -8.752, 24.298)  -0.048
H (9.461, -7.443, 26.501)  0.070
H (9.897, -8.857, 27.486)  0.080
H (10.739, -7.205, 27.826)  0.124
H (12.329, -6.334, 26.021)  0.080
H (12.597, -7.130, 24.504)  0.043
H (11.063, -6.414, 24.768)  0.079
H (13.106, -8.263, 27.635)  0.110
H (12.175, -9.732, 27.410)  0.140
H (14.190, -8.594, 25.418)  0.079
H (14.570, -9.822, 26.474)  0.128
H (12.874, -11.262, 25.673)  0.113
H (13.927, -10.768, 24.353)  0.077
H (11.679, -8.382, 22.687)  0.087
H (12.765, -9.701, 22.136)  0.076
H (13.260, -8.517, 23.273)  0.042
H (10.403, -10.798, 22.794)  0.080
H (10.657, -11.734, 24.189)  0.070
H (11.853, -11.828, 22.966)  0.093
H (9.240, -9.527, 24.303)  0.117
C (14.745, -12.343, 16.665)  -0.023
C (15.060, -13.805, 16.171)  -0.529
C (14.134, -14.752, 16.948)  -0.026
C (14.730, -13.962, 14.680)  -0.107
C (15.739, -13.082, 13.897)  -0.218
C (17.133, -13.514, 14.039)  -0.132
C (17.539, -13.511, 15.590)  -0.394
C (18.727, -14.452, 15.777)  -0.024
C (17.757, -12.021, 16.089)  -0.011
N (16.410, -14.173, 16.342)  -0.102
O (16.687, -14.328, 17.713)  -0.057
H (13.681, -12.260, 16.964)  0.087
H (15.307, -11.951, 17.545)  0.074
H (14.853, -11.558, 15.909)  0.060
H (13.117, -14.561, 16.672)  0.081
H (14.489, -15.770, 16.767)  0.080
H (14.132, -14.583, 18.065)  0.064
H (14.773, -15.016, 14.397)  0.125
H (13.710, -13.638, 14.563)  0.114
H (15.414, -13.002, 12.862)  0.106
H (15.582, -11.967, 14.197)  0.120
H (17.831, -13.032, 13.348)  0.128
H (17.060, -14.552, 13.715)  0.118
H (18.367, -15.471, 15.735)  0.074
H (19.251, -14.243, 16.737)  0.080
H (19.452, -14.356, 15.009)  0.063
H (18.732, -11.565, 15.883)  0.083
H (17.671, -11.915, 17.163)  0.055
H (17.090, -11.339, 15.618)  0.046
H (16.485, -13.499, 18.158)  0.051
C (14.664, -14.614, 25.993)  -0.018
C (13.884, -15.826, 26.630)  -0.493
C (13.986, -15.594, 28.148)  -0.034
C (12.405, -15.719, 26.186)  -0.122
C (12.047, -16.440, 24.879)  -0.201
C (12.532, -17.828, 24.958)  -0.147
C (14.117, -17.797, 25.072)  -0.518
C (14.584, -19.257, 25.148)  -0.032
C (14.681, -17.245, 23.779)  -0.040
N (14.417, -17.132, 26.312)  -0.059
O (15.846, -17.157, 26.454)  -0.045
H (15.620, -14.620, 26.499)  0.038
H (14.874, -14.770, 24.955)  0.045
H (14.233, -13.604, 26.043)  0.088
H (13.509, -14.648, 28.399)  0.084
H (13.642, -16.463, 28.741)  0.095
H (15.060, -15.489, 28.465)  0.080
H (11.806, -16.166, 26.987)  0.118
H (12.155, -14.656, 26.160)  0.112
H (10.952, -16.324, 24.666)  0.116
H (12.557, -15.954, 23.983)  0.116
H (12.166, -18.618, 24.226)  0.127
H (12.208, -18.304, 25.960)  0.145
H (14.203, -19.679, 26.073)  0.081
H (15.668, -19.350, 25.130)  0.064
H (14.024, -19.887, 24.382)  0.097
H (15.746, -17.340, 23.885)  0.071
H (14.388, -16.205, 23.698)  0.052
H (14.442, -17.862, 22.943)  0.066
H (16.293, -16.403, 26.021)  0.040
C (22.876, -17.356, 23.398)  -0.013
C (21.503, -16.620, 23.486)  -0.528
C (21.743, -15.225, 23.953)  -0.037
C (20.811, -16.557, 22.078)  -0.115
C (20.303, -17.895, 21.685)  -0.224
C (19.306, -18.458, 22.607)  -0.152
C (19.929, -18.618, 24.016)  -0.477
C (18.816, -18.885, 24.993)  -0.045
C (20.975, -19.738, 24.009)  -0.033
N (20.523, -17.232, 24.384)  -0.092
O (21.133, -17.389, 25.630)  -0.037
H (22.823, -18.390, 22.988)  0.070
H (23.522, -16.704, 22.776)  0.089
H (23.269, -17.353, 24.427)  0.087
H (20.756, -14.786, 23.975)  0.067
H (22.193, -15.256, 24.928)  0.084
H (22.396, -14.693, 23.309)  0.080
H (19.905, -15.912, 22.212)  0.109
H (21.599, -16.233, 21.425)  0.116
H (19.949, -17.987, 20.653)  0.119
H (21.195, -18.476, 21.614)  0.090
H (19.033, -19.479, 22.268)  0.133
H (18.350, -17.926, 22.723)  0.112
H (18.316, -17.961, 25.403)  0.070
H (19.204, -19.482, 25.885)  0.112
H (18.018, -19.455, 24.559)  0.061
H (20.382, -20.765, 24.078)  0.131
H (21.595, -19.646, 24.846)  0.060
H (21.423, -19.871, 23.003)  0.074
H (20.678, -16.852, 26.313)  0.099
C (18.292, -13.089, 22.149)  0.007
C (17.672, -13.578, 20.749)  -0.466
C (18.839, -13.263, 19.725)  -0.001
C (17.352, -15.013, 20.650)  -0.132
C (16.057, -15.421, 21.399)  -0.164
C (14.874, -14.607, 20.926)  -0.108
C (15.239, -13.058, 21.090)  -0.461
C (14.062, -12.278, 20.457)  -0.020
C (15.228, -12.651, 22.590)  -0.017
N (16.482, -12.871, 20.346)  -0.081
O (16.733, -11.461, 20.175)  -0.075
H (19.374, -13.093, 21.953)  0.082
H (17.974, -12.062, 22.342)  0.040
H (18.096, -13.626, 23.051)  0.029
H (18.370, -13.450, 18.785)  0.042
H (19.205, -12.216, 19.860)  0.083
H (19.593, -13.962, 19.904)  0.064
H (17.278, -15.275, 19.561)  0.109
H (18.117, -15.650, 21.172)  0.116
H (15.928, -16.518, 21.227)  0.107
H (16.210, -15.184, 22.490)  0.100
H (13.949, -14.752, 21.515)  0.114
H (14.715, -14.834, 19.873)  0.084
H (14.185, -11.207, 20.674)  0.073
H (13.083, -12.660, 20.862)  0.093
H (14.140, -12.518, 19.357)  0.074
H (14.204, -12.707, 22.859)  0.059
H (15.566, -11.632, 22.729)  0.054
H (15.835, -13.277, 23.213)  0.051
H (16.842, -11.067, 21.088)  0.039
C (15.589, -19.875, 21.537)  -0.113
O (15.249, -19.126, 20.370)  -0.228
C (16.463, -18.932, 19.536)  -0.156
C (16.062, -18.054, 18.358)  -0.479
C (15.122, -18.747, 17.459)  -0.050
N (17.321, -17.633, 17.725)  0.066
H (16.022, -20.858, 21.239)  0.102
H (14.635, -19.964, 22.069)  0.073
H (16.255, -19.334, 22.229)  0.068
H (17.183, -18.375, 20.182)  0.112
H (16.889, -19.900, 19.218)  0.133
H (15.575, -17.164, 18.763)  0.118
H (15.418, -19.750, 17.346)  0.065
H (15.052, -18.156, 16.524)  0.089
H (14.162, -18.877, 18.041)  0.095
H (17.933, -17.078, 18.306)  0.057
H (17.060, -17.118, 16.898)  0.047
C (21.613, -8.691, 22.678)  -0.112
O (20.322, -8.785, 23.261)  -0.201
C (19.315, -9.613, 22.636)  -0.177
C (17.952, -9.253, 23.186)  -0.402
C (17.595, -10.046, 24.464)  -0.027
N (17.002, -9.557, 22.096)  0.034
H (22.130, -7.807, 23.136)  0.093
H (21.537, -8.618, 21.543)  0.085
H (22.255, -9.562, 22.994)  0.088
H (19.401, -9.482, 21.537)  0.101
H (19.472, -10.672, 22.900)  0.114
H (17.987, -8.188, 23.422)  0.126
H (16.731, -9.515, 24.804)  0.057
H (18.407, -9.882, 25.177)  0.093
H (17.431, -11.080, 24.234)  0.047
H (17.357, -9.033, 21.252)  0.080
H (16.004, -9.312, 22.288)  0.109
C (9.045, -18.094, 23.021)  -0.124
O (10.330, -17.942, 22.484)  -0.224
C (10.360, -17.223, 21.259)  -0.216
C (11.713, -17.233, 20.613)  -0.458
C (11.703, -16.285, 19.485)  -0.071
N (11.914, -18.644, 20.169)  0.070
H (8.739, -17.099, 23.426)  0.091
H (9.062, -18.808, 23.892)  0.105
H (8.308, -18.439, 22.311)  0.078
H (9.714, -17.687, 20.455)  0.143
H (9.909, -16.225, 21.490)  0.139
H (12.527, -16.980, 21.255)  0.114
H (10.924, -16.580, 18.787)  0.089
H (12.663, -16.280, 18.945)  0.065
H (11.621, -15.270, 19.912)  0.090
H (12.870, -18.845, 19.962)  0.025
H (11.595, -19.251, 20.942)  0.079
C (19.103, -15.910, 29.722)  -0.106
O (19.403, -15.258, 28.512)  -0.183
C (18.556, -15.618, 27.463)  -0.239
C (18.854, -14.652, 26.286)  -0.418
C (18.523, -13.198, 26.535)  -0.045
N (18.179, -15.225, 25.095)  0.081
H (19.908, -16.585, 30.051)  0.083
H (18.153, -16.532, 29.611)  0.105
H (18.892, -15.110, 30.496)  0.101
H (18.616, -16.683, 27.128)  0.118
H (17.464, -15.387, 27.615)  0.114
H (20.000, -14.692, 26.162)  0.137
H (18.784, -12.703, 25.605)  0.061
H (19.056, -12.777, 27.396)  0.090
H (17.425, -13.084, 26.714)  0.087
H (18.808, -15.795, 24.538)  0.044
H (17.651, -14.558, 24.549)  0.036

Results
Orbital gap: 8.705 eV
Charge: 0
Energy above the lowest of the compared OMol25 structures with the same formula, charge and spin: 41.1 kcal/mol
Multiplicity: 1
SMILES string: CC1(C)CCCC(C)(C)N1O.CC1(C)CCCC(C)(C)N1O.CC1(C)CCCC(C)(C)N1O.CC1(C)CCCC(C)(C)N1O.CC1(C)CCCC(C)(C)N1O.CC1(C)CCCC(C)(C)N1O.CC1(C)CCCC(C)(C)N1O.COC[C@H](C)N.COC[C@H](C)N.COC[C@H](C)N.COC[C@H](C)N

Record 2
C7Cl4NO2PbSSe | wB97M-V/def2-TZVPD

Last column: Löwdin charge in e.
Element x y z (Å)
Pb (0.006, -2.270, -1.496)  1.372
Cl (-1.554, 3.510, 1.613)  0.611
C (-0.683, 2.356, 0.619)  -0.735
C (0.676, 2.355, 0.623)  -0.734
Cl (1.547, 3.505, 1.623)  0.610
C (1.511, 1.501, -0.196)  -0.717
Cl (2.788, 2.252, -1.133)  0.634
C (1.300, 0.170, -0.408)  -0.784
O (1.787, -0.631, -1.271)  -0.307
C (-1.300, 0.173, -0.419)  -0.783
O (-1.777, -0.626, -1.288)  -0.305
C (-1.515, 1.503, -0.203)  -0.717
Cl (-2.788, 2.252, -1.146)  0.634
S (-0.004, -0.538, 0.650)  0.966
Se (0.005, -6.443, 1.732)  0.430
C (0.002, -5.010, 0.693)  -0.995
N (0.000, -4.059, 0.009)  -0.180

Results
Orbital gap: 7.543 eV
Charge: -1
Multiplicity: 1

Record 3
C7H10 | wB97M-V/def2-TZVPD

Last column: Löwdin charge in e.
Element x y z (Å)
C (-1.416, 0.705, 0.386)  -0.121
C (-1.489, -0.724, -0.238)  -0.132
C (-0.183, -0.484, -0.993)  -0.224
C (-0.146, 0.983, -0.474)  -0.206
C (1.252, 0.646, 0.031)  -0.225
C (1.346, -0.292, 1.157)  -0.078
C (1.132, -0.851, -0.251)  -0.155
H (-2.295, 1.320, 0.139)  0.102
H (-1.289, 0.775, 1.475)  0.097
H (-1.369, -1.555, 0.457)  0.106
H (-2.349, -0.858, -0.895)  0.101
H (-0.063, -0.611, -2.073)  0.140
H (-0.168, 1.919, -1.049)  0.134
H (2.075, 1.106, -0.490)  0.131
H (2.381, -0.288, 1.504)  0.107
H (0.602, -0.359, 1.952)  0.098
H (1.977, -1.434, -0.637)  0.125

Results
Orbital gap: 9.624 eV
Charge: 0
Energy above the lowest of the compared OMol25 structures with the same formula, charge and spin: 75.0 kcal/mol
Multiplicity: 1
SMILES string: C1C[C@H]2[C@@H]1[C@H]1C[C@@H]21

Record 4
C7H10 | wB97M-V/def2-TZVPD

Last column: Löwdin charge in e.
Element x y z (Å)
C (-2.033, 0.471, 0.159)  -0.059
C (-1.102, -0.709, -0.027)  -0.217
C (0.313, -0.678, -0.566)  -0.268
C (0.911, 0.683, -0.576)  0.050
C (1.226, 0.924, 0.816)  -0.135
C (0.704, -0.041, 1.626)  -0.013
C (0.085, -1.130, 0.858)  -0.192
H (-2.485, 0.678, -0.815)  0.083
H (-2.833, 0.188, 0.853)  0.079
H (-1.578, 1.409, 0.497)  0.077
H (-1.659, -1.572, -0.399)  0.133
H (0.514, -1.379, -1.372)  0.135
H (2.478, 0.787, -2.816)  -0.021
H (2.979, 0.675, -3.359)  0.013
H (1.675, 1.842, 1.192)  0.086
H (0.688, 0.011, 2.712)  0.112
H (0.116, -2.158, 1.219)  0.137

Results
Orbital gap: 7.568 eV
Charge: 0
Energy above the lowest of the compared OMol25 structures with the same formula, charge and spin: 120.4 kcal/mol
Multiplicity: 1